1.
C10H13BrOS | ωB97M-V/def2-TZVPD

SMILES: Cc1ccc(CS[C@@](C)(O)Br)cc1
HOMO level, eV: -8.84
Lowest unoccupied orbital energy, eV: 0.66
Relative energy (zero: lowest compared OMol25 entry of this formula, charge and spin), kcal/mol: 22.21

Element x y z (Å)
Br  -4.39772  1.63064  0.54086
S  -1.33207  2.06453  0.76669
O  -2.41526  0.81529  -1.30507
C  2.42194  -1.45494  -0.37660
C  -3.06349  3.25789  -1.19259
C  2.77295  -3.62785  0.92018
C  2.07122  -2.30108  0.69812
C  0.11617  1.50596  -0.19825
C  -2.69880  1.88088  -0.51389
C  0.40938  -0.61339  1.21041
C  1.05534  -1.83726  1.42986
C  1.76643  -0.23920  -0.66092
C  0.69718  0.20451  0.17141
H  2.03860  0.25774  -1.67519
H  2.34293  -4.57696  0.40520
H  0.62537  -2.32686  2.38758
H  -2.82510  0.03054  -0.88225
H  -0.20014  1.67747  -1.27714
H  -2.16165  3.79336  -1.51955
H  -3.57022  3.99568  -0.47927
H  -3.80528  2.97182  -1.91443
H  3.37695  -1.79497  -0.84979
H  3.81607  -3.54445  0.58993
H  -0.47662  -0.38510  1.73706
H  0.74753  2.42218  0.03610
H  2.68829  -3.80640  1.95154

=====

2.
C10H13BrS | ωB97M-V/def2-TZVPD

HOMO level (alpha / beta), eV: -8.15 / -7.01
Lowest unoccupied orbital energy (alpha / beta), eV: -0.69 / -0.98
Relative energy (zero: lowest compared OMol25 entry of this formula, charge and spin), kcal/mol: 110.64

Element x y z (Å)
Br  5.29226  -0.39180  -0.23725
S  -0.31907  3.15473  1.24052
C  -0.14148  1.65960  0.84138
C  -1.42042  -0.20572  -0.43242
C  3.51864  0.44382  -0.32016
C  -2.18583  -0.75748  0.76060
C  1.05575  -0.43617  0.38067
C  -2.17055  0.89177  -1.07527
C  2.44118  -0.26087  0.60820
C  3.07301  1.12156  0.87322
C  -1.14388  -1.41036  -1.34160
C  -0.07481  0.42737  0.31735
H  2.95270  -1.27052  0.84692
H  -0.35093  -1.13384  -2.09303
H  3.62334  1.32776  1.82412
H  -2.11158  -1.71722  -1.89359
H  -3.03368  0.57527  -1.54305
H  0.87968  -1.54464  0.31363
H  -1.46982  1.15073  -1.85334
H  -2.82989  -1.47705  0.36642
H  -1.54274  -1.29395  1.49790
H  -2.75408  -0.07330  1.40261
H  -2.50040  1.63687  -0.50940
H  2.19627  1.84699  0.70738
H  -0.98367  -2.26353  -0.68179

=====

3.
C10H13CdNO2 | ωB97M-V/def2-TZVPD

Charge: -2
HOMO level, eV: 0.75
Lowest unoccupied orbital energy, eV: 5.86

Element x y z (Å)
Cd  0.58063  -0.13386  -0.14317
O  2.29936  -1.56736  2.06376
O  3.61540  -0.37319  0.66812
N  -0.51450  -2.17576  -0.12624
C  -2.41555  -2.37819  -1.66127
C  3.47230  0.64119  -0.37814
C  -0.12783  1.51702  2.00612
C  -0.14455  2.33002  0.82168
C  -1.33060  0.74762  2.03019
C  -0.51418  -0.77861  -2.02814
C  -1.19494  -1.84573  -1.24538
C  -2.08493  1.06685  0.86045
C  -1.35561  2.03603  0.11156
C  2.39158  -0.81739  1.11179
H  2.91909  0.22134  -1.23834
H  2.87562  1.49476  -0.01127
H  -2.85559  -1.97003  -2.57029
H  -1.67060  0.12539  2.86125
H  -1.15546  -0.02103  -2.47030
H  -1.70573  2.55127  -0.78467
H  -3.09067  0.70850  0.63256
H  -2.88522  -3.14662  -1.05948
H  0.26179  -1.14834  -2.71957
H  -0.99723  -2.77465  0.54532
H  4.46562  0.96582  -0.68542
H  0.55792  3.13085  0.59479
H  0.60386  1.59412  2.81411

=====

4.
C10H13ClO3OsS | ωB97M-V/def2-TZVPD

Charge: +2
2S+1: 5
HOMO level (alpha / beta), eV: -15.78 / -17.87
Lowest unoccupied orbital energy (alpha / beta), eV: -6.23 / -11.20
Relative energy (zero: lowest compared OMol25 entry of this formula, charge and spin), kcal/mol: 37.27
<S²>: 6.016

Element x y z (Å)
Os  1.29301  -1.55643  -0.31227
Cl  -3.24650  0.16409  0.88470
S  -0.77063  1.49173  2.58987
O  1.94404  0.17268  2.04530
O  -0.02956  2.11002  3.71578
O  0.58847  -3.86251  1.50070
C  0.44786  -2.17820  -2.14919
C  -0.89471  0.13022  -2.30267
C  -0.40201  2.50188  1.14935
C  -2.54105  1.79395  2.92104
C  1.69235  -0.19787  -1.87190
C  1.66636  -0.50072  1.12783
C  1.81400  -2.53601  -2.02857
C  0.36031  -0.70015  -2.06697
C  2.63287  -1.32196  -1.87996
C  0.78721  -2.94894  0.79611
H  2.28931  -3.48402  -2.33799
H  -2.84794  0.81397  3.27231
H  -0.78169  1.00980  -1.72372
H  -3.04520  1.94736  1.93753
H  1.97736  0.84017  -1.80653
H  3.69225  -1.25294  -2.19277
H  -0.42381  -2.82249  -2.28000
H  -1.70664  -0.43228  -1.90810
H  0.43840  3.13685  1.43238
H  -1.27221  3.03139  0.83877
H  -0.09572  1.75398  0.38536
H  -2.60708  2.56850  3.61513
H  -0.95907  0.32793  -3.35152

=====

5.
C10H13FeN5OS2 | ωB97M-V/def2-TZVPD

2S+1: 5
HOMO level (alpha / beta), eV: -7.53 / -8.05
Lowest unoccupied orbital energy (alpha / beta), eV: -0.68 / -1.02
Relative energy (zero: lowest compared OMol25 entry of this formula, charge and spin), kcal/mol: 2.20
<S²>: 6.041

Element x y z (Å)
Fe  -0.72773  -1.78067  0.44437
S  -3.44285  -2.46353  -1.27136
S  0.86116  -2.84403  -0.65301
O  -4.33637  -3.52564  -0.82877
N  0.92840  -0.14918  -1.06126
N  -1.33091  -0.50341  2.01329
N  -2.28611  -2.04185  -0.42234
N  0.22303  -0.22793  0.08617
N  1.84080  -1.41277  -2.70098
C  2.52463  -0.28429  -3.34315
C  -0.85357  0.74005  1.92530
C  -1.15680  1.74907  2.87967
C  0.11445  0.85060  0.84013
C  1.67252  0.87771  -3.88098
C  1.20402  -1.36727  -1.54494
C  1.01458  1.99159  0.58622
C  -1.81052  1.37077  4.02559
C  -1.80104  -0.88907  3.18668
C  -2.06558  0.01910  4.22839
H  1.98369  1.77550  1.08295
H  -2.26257  -0.42183  5.18856
H  -1.95386  -1.99993  3.30796
H  -1.95380  2.12262  4.81349
H  2.31023  1.79894  -3.84514
H  3.07552  -0.76443  -4.11007
H  0.63967  2.94285  0.99342
H  -0.97311  2.78903  2.60734
H  2.03047  -2.35027  -3.07644
H  1.04783  2.07955  -0.51129
H  1.46801  0.76466  -4.96563
H  3.28553  0.09343  -2.63981
H  0.73031  1.06063  -3.35435

=====

6.
C10H13N | ωB97M-V/def2-TZVPD

SMILES: C[C@@H]1Cc2ccccc2CN1
HOMO level, eV: -8.54
Lowest unoccupied orbital energy, eV: 0.85
Relative energy (zero: lowest compared OMol25 entry of this formula, charge and spin), kcal/mol: 93.71

Element x y z (Å)
N  0.58182  1.98104  -0.28038
C  0.99126  1.00542  0.60093
C  -0.24738  -0.63666  -0.74464
C  1.73604  -1.27563  0.61018
C  0.54289  -2.99091  -0.46578
C  -0.15554  -2.02962  -1.22031
C  0.68774  -0.40014  0.20267
C  -1.44063  1.82034  1.00673
C  -1.18024  0.43989  -1.13049
C  1.57827  -2.61885  0.45401
C  -0.88742  1.96851  -0.43541
H  -0.92343  2.79545  1.35846
H  0.79466  1.29606  1.58721
H  1.02395  1.84868  -1.17357
H  -2.52666  1.91187  0.94107
H  -1.39504  2.87904  -0.88661
H  2.08411  1.12884  0.80736
H  2.25564  -3.18806  1.19662
H  0.12431  -4.10296  -0.57936
H  2.24809  -0.97396  1.52071
H  -0.90881  -2.40276  -1.91168
H  -2.17614  0.25266  -0.85777
H  -1.41059  0.77714  1.75355
H  -1.39688  0.51459  -2.35350

=====

7.
C10H13N2 | ωB97M-V/def2-TZVPD

Charge: +1
SMILES: c1ccc2c(c1)C[C@@H]1[NH2+]CCN21
HOMO level, eV: -11.91
Lowest unoccupied orbital energy, eV: -3.62
Relative energy (zero: lowest compared OMol25 entry of this formula, charge and spin), kcal/mol: 75.45

Element x y z (Å)
N  -0.51994  0.74994  0.93715
N  -2.40315  -0.49480  -0.25458
C  -1.33145  -0.79883  0.79605
C  2.19217  -1.33209  -0.08775
C  3.17249  -0.40567  -0.26724
C  0.70476  0.49019  0.37730
C  2.98463  0.94705  -0.15936
C  1.72653  1.45674  0.21430
C  -0.23158  -1.71807  0.29726
C  0.91283  -0.82472  0.01645
C  -2.30412  0.82410  -0.82806
C  -1.42004  1.60378  0.15494
H  1.68659  2.53109  0.52802
H  -0.42614  -2.30939  -0.52401
H  -1.75037  0.73269  -1.86715
H  3.91271  1.51867  -0.32169
H  4.20331  -0.80677  -0.31477
H  -2.02972  -1.25499  -0.97178
H  -1.70111  -0.97152  1.83986
H  -0.05397  -2.44885  1.19766
H  -3.43351  -0.79339  0.04913
H  2.49426  -2.38597  -0.04928
H  -2.09191  2.18893  0.73080
H  -0.89719  2.32969  -0.50234
H  -3.39608  1.17217  -0.99094

=====

8.
C10H13N2 | ωB97M-V/def2-TZVPD

Charge: +1
2S+1: 3
HOMO level (alpha / beta), eV: -11.67 / -12.69
Lowest unoccupied orbital energy (alpha / beta), eV: -4.25 / -5.81
Relative energy (zero: lowest compared OMol25 entry of this formula, charge and spin), kcal/mol: 29.35
<S²>: 2.010

Element x y z (Å)
N  0.41906  -2.81418  -3.02277
N  -0.24237  -0.93338  -1.14786
C  0.43813  -0.96520  -0.06083
C  -1.60320  1.11919  0.71663
C  0.05275  2.42043  1.78517
C  -0.31983  1.21152  1.16663
C  -0.87799  3.42293  1.90466
C  0.53589  -0.09391  1.15594
C  3.35360  -2.81477  -0.98668
C  -2.23084  3.24291  1.48417
C  -2.57850  2.05507  0.87547
C  0.30825  -3.63453  -3.81432
H  3.78458  -2.11525  -1.66520
H  0.18062  -4.36384  -4.62845
H  1.01064  2.57694  2.25157
H  -3.61555  1.93258  0.40928
H  -1.19009  -0.42035  -1.24844
H  -1.87174  0.15234  0.23323
H  1.51919  0.24449  1.61816
H  3.16548  -2.41678  0.01602
H  -0.64112  4.25850  2.51218
H  0.12179  -0.71224  2.00869
H  0.05573  -1.55607  -1.92033
H  -2.96719  4.09008  1.49790
H  3.19270  -3.88647  -1.14083

=====

9.
C10H13N2O5SY | ωB97M-V/def2-TZVPD

Charge: +2
HOMO level (alpha / beta), eV: -15.64 / -15.26
Lowest unoccupied orbital energy (alpha / beta), eV: -9.67 / -9.62
Relative energy (zero: lowest compared OMol25 entry of this formula, charge and spin), kcal/mol: 0.00

Element x y z (Å)
Y  -1.20768  0.72972  -2.48419
S  -2.07892  1.55724  -0.13472
O  0.98760  -0.91948  -4.87799
O  1.93222  2.22324  -2.96456
O  -0.74536  1.30686  -6.08530
O  1.51586  -1.33066  -1.69131
O  -0.95349  -3.68038  -3.51773
N  0.16595  1.37996  1.33541
N  -1.24294  -0.48190  1.40192
C  -0.59894  -2.41578  2.77956
C  1.86762  1.82521  3.05287
C  -1.36359  -2.61346  -3.41510
C  0.55550  -0.75693  -1.96124
C  -0.97180  0.74376  0.91139
C  -0.16187  -1.46980  1.68327
C  -0.89460  0.79932  -5.00907
C  0.83194  1.89223  -2.81264
C  0.31870  -0.08214  -4.35343
C  0.41367  1.48587  2.79892
H  -0.23768  2.26802  3.21586
H  -2.09835  -0.90087  1.02442
H  -1.90367  0.80949  -4.31655
H  -1.04351  -1.88267  3.62179
H  0.28487  -2.96315  3.15116
H  -1.30898  -3.14988  2.40148
H  0.06464  -2.01766  0.75287
H  0.73689  -0.90330  1.95347
H  2.04696  1.83150  4.13664
H  2.11735  2.81733  2.66557
H  2.53355  1.08514  2.60037
H  0.13771  0.53371  3.26502
H  0.30035  2.27945  0.87186